{
  "formula": "C40H44FN6OReSSi",
  "method": "the ωB97M-V functional and the def2-TZVPD basis",
  "elements": ["C", "C", "H", "H", "C", "C", "C", "C", "H", "N", "H", "C", "C", "C", "C", "C", "C", "N", "N", "H", "H", "H", "C", "C", "C", "C", "H", "H", "H", "C", "C", "C", "H", "H", "C", "H", "C", "C", "H", "Si", "C", "C", "C", "H", "O", "C", "F", "C", "H", "H", "H", "C", "S", "H", "H", "H", "H", "N", "H", "C", "N", "H", "H", "H", "H", "N", "C", "H", "H", "H", "C", "C", "H", "H", "H", "C", "C", "H", "C", "C", "H", "C", "C", "Re", "H", "H", "H", "C", "H", "H", "H", "H", "C", "H", "H"],
  "coordinates": [[-2.13406, 0.09736, -3.90546], [-4.31539, 0.11032, 4.35249], [2.27766, 3.94398, -1.80302], [-1.76102, 5.95762, 0.98957], [-2.88864, 0.16134, 4.89543], [3.51713, 2.49944, 2.36555], [-5.59427, -0.00512, 2.18420], [-5.07082, 1.35290, 4.84792], [4.75287, -0.30978, 0.12177], [-0.63620, -4.18340, 0.69209], [-2.21054, 0.12573, 2.50211], [2.61314, 1.76249, 1.62866], [4.36129, 0.47142, 0.74878], [-0.99810, -4.14902, -0.63121], [0.50085, -1.95805, 5.12710], [-3.29289, -0.00862, 0.66773], [0.61298, 3.14418, -0.77546], [2.11794, -0.09230, -0.04962], [-2.24349, 0.02222, -0.23996], [-5.05078, 1.38266, 5.93843], [0.21183, -4.66491, 3.14277], [-2.36619, 1.06374, 4.56843], [-1.70991, 0.03507, -2.57733], [0.13430, -1.26017, 2.83113], [1.94803, -2.57454, -2.01793], [-2.65587, -0.04356, -1.48226], [-1.35402, -5.01304, -1.16246], [-2.91845, 0.17028, 5.98578], [-4.60467, 2.26506, 4.47025], [0.13955, 0.35733, -4.58156], [-0.24605, -2.94787, 1.08442], [-4.54889, -0.09958, 0.05806], [0.40978, 0.08357, 4.47231], [0.87304, 0.49942, -5.36558], [1.82676, 2.97200, -1.61907], [-6.11399, 1.34676, 4.53097], [0.23472, -3.61876, 3.42615], [-3.19641, 0.06653, 2.05980], [-1.52318, 0.29673, -5.94784], [2.97442, -1.37520, -0.98990], [4.86845, 2.22814, 2.30295], [4.13076, -0.52407, -2.23614], [0.35734, -0.96150, 4.19247], [6.32917, 0.95176, 1.38947], [-0.02104, -0.29335, 1.97262], [-4.99341, -1.15417, 4.90482], [1.35743, 2.20420, 1.76732], [-0.34998, 0.09048, -2.20650], [4.10852, -3.45988, -0.27883], [0.56304, -4.08304, 5.48387], [-1.78327, 2.13994, 0.91425], [0.05126, 4.36098, -0.36934], [-4.36994, -0.16323, -1.66986], [1.56143, 2.52346, -2.57557], [4.68208, -2.16316, 0.76296], [-0.97039, -2.43414, -1.99560], [-3.19031, 0.03029, -4.14046], [-1.12787, 2.71116, 0.40498], [3.74395, 0.44570, -2.55739], [-1.05802, 4.04975, 0.38941], [-0.31292, -2.12970, 0.02863], [-6.04659, -1.20189, 4.62705], [1.10246, -2.12696, -2.52905], [0.41571, 5.34516, -0.60890], [-4.93287, -1.15992, 5.99434], [-0.11536, 2.13625, -0.28516], [0.07647, -2.62266, 2.45321], [4.23969, -1.14573, -3.12646], [3.07930, -2.83374, 1.01014], [3.12565, 3.29994, 2.97919], [2.95995, 0.68667, 0.76894], [0.44459, -3.30080, 4.74702], [5.57928, 2.80847, 2.87380], [-3.04257, 4.79103, 0.65699], [-6.49946, 0.01286, 2.77654], [-4.34799, 0.06217, 2.83048], [-1.20537, 0.25423, -4.91518], [2.62002, -2.97632, -2.78032], [-5.71247, -0.09057, 0.81402], [0.54989, 0.26616, -3.25933], [1.59602, -3.41087, -1.41688], [-0.79853, -2.87256, -1.02997], [3.80672, -2.54958, 0.24408], [0.02062, 0.00893, -0.09382], [1.60942, 0.32378, -3.04337], [-0.69538, -4.98777, 1.28954], [-2.10315, 4.66587, 2.14715], [5.27884, 1.19701, 1.47582], [0.65159, -1.69794, 6.16702], [-6.68392, -0.14164, 0.34079], [5.13538, -0.35005, -1.84945], [-2.31172, -0.71089, 4.58612], [-2.04714, 4.91388, 1.08643], [2.55869, 2.33152, -1.13185], [-4.49852, -2.05173, 4.52896]],
  "atomic_forces_ev_per_a": [[-0.05, -0.04, 0.13], [-0.01, 0.02, 0.15], [0.02, 0.01, 0.00], [0.01, 0.00, 0.01], [-0.07, 0.00, -0.03], [0.28, -0.02, 0.06], [-0.08, -0.02, -0.06], [0.03, -0.06, -0.04], [0.04, 0.19, 0.11], [0.04, 0.00, 0.01], [-0.04, -0.03, 0.02], [0.09, -0.31, -0.30], [-0.31, -0.01, -0.07], [-0.05, 0.19, -0.10], [0.00, 0.02, -0.04], [-0.41, -0.01, 0.13], [-0.11, 0.15, -0.06], [-2.59, 0.07, -0.16], [0.87, -0.02, -0.28], [-0.02, 0.02, 0.00], [0.00, 0.00, 0.01], [0.04, -0.02, 0.00], [0.20, 0.08, -0.21], [0.23, -0.83, 0.30], [0.04, 0.35, 0.17], [-0.47, 0.00, 0.12], [0.01, -0.01, 0.02], [0.01, 0.01, 0.00], [-0.01, 0.01, 0.01], [-0.03, -0.04, -0.06], [-0.07, -0.15, -0.21], [0.25, 0.04, -0.12], [-0.02, -0.01, 0.00], [0.03, -0.01, 0.03], [-0.09, -0.10, 0.01], [0.00, 0.02, 0.01], [0.06, -0.05, -0.01], [0.18, 0.05, 0.01], [0.01, 0.03, 0.00], [0.17, -0.58, -0.19], [-0.06, -0.02, -0.01], [0.03, -0.14, 0.20], [-0.01, 0.17, -0.21], [-0.01, -0.01, -0.01], [-0.30, 1.15, -1.23], [0.03, 0.04, -0.03], [-0.63, -0.31, 0.12], [-0.29, -0.06, 0.31], [-0.05, -0.02, -0.03], [0.01, 0.00, -0.02], [0.05, -0.10, -0.01], [0.02, -0.03, -0.07], [0.20, 0.04, 0.15], [0.03, 0.04, -0.02], [-0.04, -0.08, 0.01], [0.03, -0.04, 0.02], [0.00, 0.02, -0.04], [-0.05, 0.31, 0.16], [-0.01, 0.01, 0.06], [0.13, -0.06, -0.08], [0.08, 0.33, -0.12], [0.00, -0.02, 0.00], [0.04, -0.03, -0.10], [-0.01, 0.00, 0.00], [-0.02, 0.00, 0.00], [-0.20, -0.30, 0.26], [0.04, 0.51, 0.13], [-0.08, -0.02, 0.00], [-0.07, 0.01, -0.03], [-0.03, -0.02, -0.02], [0.66, 0.74, 0.39], [-0.03, -0.09, 0.03], [-0.01, 0.00, 0.01], [0.00, 0.01, 0.00], [0.01, -0.03, 0.00], [0.04, 0.02, -0.07], [-0.01, -0.02, 0.01], [0.09, 0.03, 0.04], [-0.07, 0.00, 0.04], [0.20, -0.11, 0.11], [0.04, 0.01, -0.01], [-0.39, -0.18, 0.01], [0.08, 0.16, -0.19], [2.20, -0.77, 0.85], [0.00, -0.02, -0.03], [-0.03, 0.02, 0.07], [0.01, 0.02, 0.00], [0.20, 0.00, 0.05], [0.05, 0.00, -0.02], [0.00, -0.01, 0.02], [-0.02, 0.01, -0.04], [0.02, 0.01, 0.01], [-0.09, -0.06, 0.01], [0.05, -0.03, -0.01], [-0.01, -0.01, 0.02]],
  "orbital_gap_ev": [6.035, 6.690],
  "total_charge": 1,
  "multiplicity": 2,
  "lumo_ev": [-3.95, -3.41],
  "e_tot_ha": -2820.19343
}

=====

{
  "formula": "C40H45AsGeN4NiS",
  "method": "the ωB97M-V functional and the def2-TZVPD basis",
  "elements": ["H", "H", "H", "C", "C", "C", "H", "C", "C", "C", "H", "C", "C", "Ni", "S", "H", "H", "C", "H", "C", "H", "H", "C", "C", "N", "H", "H", "H", "C", "H", "H", "C", "H", "C", "H", "H", "H", "Ge", "H", "N", "H", "C", "C", "H", "H", "C", "C", "H", "C", "H", "C", "N", "H", "C", "C", "H", "C", "C", "H", "C", "H", "C", "C", "C", "H", "H", "H", "H", "C", "C", "C", "H", "C", "C", "H", "C", "H", "H", "H", "H", "C", "C", "H", "N", "H", "H", "H", "As", "C", "C", "C", "H", "H"],
  "coordinates": [[-0.64869, 0.33593, 4.65699], [-5.10829, -0.87224, 2.95059], [2.69113, 0.83805, -3.04432], [-4.35964, 0.95253, -2.00819], [2.27025, -2.06960, -4.72144], [3.87635, -0.64875, 0.24572], [6.02432, -0.66094, 0.33644], [-0.55576, -2.33717, 1.96585], [-1.29661, -0.30855, -3.73953], [-2.07325, 0.18172, -2.71958], [2.62147, 4.04167, 3.69179], [3.82322, -2.14160, 0.37001], [2.27592, 3.06246, 3.36048], [0.87065, -0.60855, -0.34604], [0.45408, -2.73338, -1.14070], [1.95151, 2.49422, 4.23333], [-2.19040, 2.92611, -1.38267], [-6.22472, 0.70448, -3.51800], [2.69360, -2.34623, 3.58015], [-1.17145, 2.66860, -1.08200], [-2.13311, -1.66974, 4.87727], [-0.94545, 3.13486, -0.12713], [-4.32434, -0.60743, 2.25287], [5.25951, 1.31819, 0.03498], [2.93620, -2.56129, 1.51141], [2.47561, -2.55531, -5.66667], [-3.61079, -0.83458, -6.16310], [2.08179, -4.29615, 2.35133], [-2.34411, 0.10311, 0.41433], [3.47567, -0.95979, 2.75905], [1.05657, 4.76725, 0.07302], [5.13467, -0.05124, 0.22163], [0.78961, 0.54379, 2.69076], [-1.83870, -0.67951, -4.99416], [-0.80030, 3.51950, 4.04547], [4.18308, 3.15110, -0.25258], [3.23869, -0.21038, -5.25639], [-1.20934, 0.71232, -1.05034], [3.09870, 2.53567, 2.87640], [-2.92537, -4.62095, 3.08230], [1.26795, 5.68913, 1.57759], [2.69652, 0.09398, 0.12146], [-4.01918, -0.01529, -4.20792], [2.57116, 4.64367, 0.98992], [-2.14921, 1.90009, 1.59097], [-3.64906, 0.59868, 2.39052], [2.69435, -0.76148, -4.50376], [-6.32943, 1.57313, -1.53763], [2.85879, 1.47226, -0.04795], [-3.90468, 1.27466, 3.19689], [-5.68585, 1.11812, -2.27935], [0.23685, -1.26964, 1.84160], [-7.28027, 0.83103, -3.71764], [-1.40952, -2.52129, 3.04254], [-2.66124, 0.95046, 1.47808], [3.72467, -4.49871, 1.68782], [-2.25945, -3.68653, 3.07491], [-0.43242, 4.20326, 3.28011], [-1.28549, 4.57395, 2.71202], [3.41060, -2.04302, 2.82093], [4.80184, -2.58128, 0.56422], [4.11007, 2.08028, -0.10543], [-4.00260, -1.47006, 1.21086], [-3.01454, -1.11735, 0.30190], [6.23692, 1.78009, 0.00437], [2.01933, -2.11861, 1.33209], [-0.23501, -0.42281, -3.60325], [-2.78772, -1.78381, -0.52508], [1.58475, -2.75467, -3.73318], [-1.45912, -1.55404, 4.03890], [1.32314, -2.09180, -2.53955], [-5.79974, -0.15510, -5.41747], [-5.40578, 0.15514, -4.45745], [-3.47738, 0.36844, -2.95856], [4.38786, -2.47372, 3.02731], [0.18432, -0.34288, 2.80676], [1.98459, 2.10750, -0.15535], [0.07039, 5.04290, 3.75936], [-0.52881, -3.07229, 1.17083], [1.24224, -3.76959, -3.87661], [2.75046, -4.03974, 1.53272], [1.49022, 4.75078, 1.07162], [2.32352, -4.33738, 0.57991], [1.71393, -0.82778, -2.34895], [-0.48810, 3.03665, -1.84592], [-4.52864, -2.40976, 1.10114], [3.38286, -2.61584, -0.50883], [0.78722, 3.23445, 2.09556], [-0.63785, -0.45147, 3.91671], [-3.17297, -0.54871, -5.21436], [2.39555, -0.17527, -3.28960], [-1.18682, -1.06460, -5.76786], [-3.98145, 1.27769, -1.04722]],
  "atomic_forces_ev_per_a": [[0.01, 0.01, 0.00], [-0.01, -0.01, 0.01], [0.01, 0.01, -0.02], [0.10, -0.01, -0.02], [0.01, 0.00, -0.03], [0.19, 0.03, 0.00], [0.01, -0.01, -0.01], [0.06, 0.02, -0.04], [-0.17, -0.07, -0.15], [0.15, -0.13, -0.39], [-0.01, 0.00, 0.00], [-0.19, -0.19, 0.11], [-0.01, 0.01, 0.00], [0.81, -0.25, 0.09], [0.19, 0.01, -0.21], [0.02, -0.02, 0.00], [0.02, 0.11, -0.01], [0.02, 0.03, 0.10], [0.04, 0.04, 0.07], [0.02, 0.03, -0.04], [0.00, 0.01, -0.01], [0.03, -0.07, 0.01], [0.00, 0.01, -0.03], [-0.05, -0.04, 0.03], [-0.04, -0.06, 0.01], [0.01, 0.00, 0.00], [-0.01, 0.00, 0.00], [-0.01, -0.04, -0.02], [-0.16, 0.03, 0.15], [0.02, -0.02, 0.04], [0.01, 0.04, -0.01], [-0.04, 0.12, 0.00], [0.22, -0.05, -0.24], [0.09, 0.05, 0.15], [-0.02, 0.03, 0.02], [0.01, 0.00, -0.02], [0.00, -0.01, -0.01], [-0.64, 0.26, 0.00], [0.01, 0.00, 0.01], [-0.06, -0.05, 0.01], [0.02, 0.00, 0.00], [-0.09, 0.04, 0.03], [-0.08, -0.06, -0.18], [0.00, 0.00, -0.05], [0.01, 0.02, -0.02], [-0.02, -0.03, -0.07], [-0.01, -0.02, 0.03], [-0.02, -0.01, -0.01], [0.03, 0.06, -0.01], [0.00, 0.01, 0.02], [-0.10, 0.00, -0.07], [-0.24, 0.12, 0.00], [0.00, 0.01, 0.00], [-0.14, -0.18, 0.02], [0.00, -0.10, 0.03], [-0.03, -0.05, -0.01], [0.22, 0.24, -0.01], [-0.01, 0.03, 0.01], [0.00, 0.00, 0.00], [-0.08, -0.08, -0.15], [0.03, 0.03, -0.04], [-0.01, -0.04, 0.07], [0.02, 0.06, -0.04], [-0.07, -0.02, 0.01], [0.01, 0.00, -0.01], [0.06, -0.02, -0.06], [0.09, 0.00, 0.02], [0.00, 0.01, -0.01], [-0.02, -0.05, 0.01], [-0.02, -0.06, 0.07], [-0.07, -0.06, 0.16], [0.01, 0.00, -0.01], [0.08, -0.01, 0.02], [0.03, 0.09, 0.24], [0.02, 0.02, 0.04], [-0.06, -0.05, 0.23], [-0.02, -0.03, -0.08], [-0.01, 0.00, 0.01], [0.01, 0.02, -0.01], [0.01, 0.00, -0.01], [0.05, 0.30, 0.05], [0.01, -0.01, -0.01], [-0.03, -0.06, -0.03], [-0.17, 0.09, 0.11], [0.02, -0.01, 0.01], [-0.01, 0.00, 0.00], [0.04, 0.05, -0.06], [-0.03, 0.00, 0.15], [0.09, 0.00, -0.06], [-0.10, 0.02, 0.06], [-0.04, -0.04, 0.03], [0.01, -0.01, 0.02], [-0.01, -0.03, -0.05]],
  "orbital_gap_ev": [7.224, 5.879],
  "total_charge": 1,
  "multiplicity": 4,
  "lumo_ev": [-2.82, -4.21],
  "e_tot_ha": -7989.18698
}